Entry 1:
34
Properties=species:S:1:pos:R:3 method="wB97M-V/def2-TZVPD" gap_ev=6.806 lumo_energy_ev=-1.89 charge=0
Rh -0.4739 0.2736 -0.7116
S -0.9153 -1.7975 -1.3224
C 0.6377 -2.5995 -1.3390
C 0.7457 -3.9909 -1.3590
C 1.9910 -4.5835 -1.3404
C 2.0923 -6.0256 -1.3251
N 2.1720 -7.1717 -1.3189
C 3.1472 -3.7734 -1.3136
C 3.0343 -2.3993 -1.3067
C 1.7681 -1.8040 -1.3287
S 1.5802 -0.0749 -1.4198
C 4.4643 -4.3710 -1.2915
N 5.5118 -4.8422 -1.2822
H -0.1467 -4.6038 -1.3759
H 3.9234 -1.7824 -1.2776
N -0.1952 3.6945 1.2529
C -1.4643 2.8278 1.0988
C -2.6026 3.5234 1.8426
P -0.9445 1.2739 1.9521
O -2.1188 0.2353 1.6353
O -0.8075 1.6121 3.3801
O 0.2731 0.7970 1.1384
P -1.6974 2.8490 -0.7278
O -2.7146 1.6264 -0.9722
O -2.2304 4.1702 -1.0963
O -0.3561 2.3410 -1.2550
H 0.0680 3.7527 2.2403
H -0.3545 4.6270 0.8664
H 0.5641 3.2459 0.7276
H -2.3736 3.6114 2.9050
H -3.5078 2.9228 1.7453
H -2.8058 4.5021 1.4062
H -2.6604 0.0373 2.4133
H -3.6036 1.8963 -1.2407

=====

Entry 2:
25
Properties=species:S:1:pos:R:3 method="wB97M-V/def2-TZVPD" smiles=Cc1cc2c(C)c3[nH]c(N)nc3nc2o1 gap_ev=8.025 lumo_energy_ev=0.53 charge=0
N -0.6038 3.4978 0.4760
N -1.0004 1.2353 -0.4023
O -1.1908 -1.0452 -1.0186
C 0.3567 3.9916 1.1634
C 0.6447 -1.8084 0.0852
C -0.4264 -2.1590 -0.7094
C -0.3076 2.1251 0.3349
C -0.5653 -0.0100 -0.3681
C 0.5626 -0.4175 0.3510
C 0.9015 1.8382 1.0041
C 1.3741 0.5423 1.0128
N 0.3328 5.3190 1.4380
N 1.2869 3.0612 1.5310
C -0.8308 -3.5317 -1.1700
C 2.6545 0.1090 1.7289
H 1.4196 -2.4930 0.4682
H -0.5069 5.7798 1.1304
H 0.8153 5.6372 2.2368
H 2.1547 3.2197 2.0329
H -1.8661 -3.6982 -0.8868
H -0.7563 -3.6350 -2.2415
H -0.1567 -4.2936 -0.7513
H 3.4114 -0.2827 1.0632
H 2.4398 -0.6880 2.3934
H 3.0858 0.9356 2.3272

=====

Entry 3:
24
Properties=species:S:1:pos:R:3 method="wB97M-V/def2-TZVPD" smiles="C[C@@H]1Cc2cccnc2[C@@]1(O)C(=O)[O-]" gap_ev=7.928 lumo_energy_ev=3.41 charge=-1
C -2.0186 -2.4349 -0.2119
C -1.7065 -1.3258 -0.9986
C -1.1715 -2.8216 0.8477
C -0.5255 -0.6775 -0.7178
C 0.2966 -1.2313 0.2846
C 2.7128 -1.1161 -0.7112
C -0.0337 0.6736 -1.1630
C 1.0678 0.9474 -0.1638
C 1.6600 -0.4055 0.3451
C 0.5327 1.7502 1.0232
N 0.0056 -2.2689 1.0724
O 3.6964 -1.4305 -0.0337
O 2.4853 -1.1838 -1.8809
O 2.2634 -0.3362 1.5570
H -2.9441 -2.8009 -0.3848
H -2.4525 -0.8466 -1.8000
H -1.4188 -3.6457 1.5076
H 0.3944 0.6393 -2.1304
H -0.7526 1.3459 -0.9478
H 1.9718 1.6175 -0.6392
H -0.3177 1.2124 1.2873
H 0.4050 2.7933 0.5712
H 1.2825 1.8821 1.9210
H 3.1761 -0.9358 1.1969

=====

Entry 4:
26
Properties=species:S:1:pos:R:3 method="wB97M-V/def2-TZVPD" smiles=Cc1occc1SSSSc1ccoc1C gap_ev=8.060 lumo_energy_ev=0.10 charge=0
O -0.1320 1.6765 3.6697
O 2.4704 1.4380 -1.0714
S -2.0754 -1.8205 0.3482
S -2.4091 -0.2392 -0.9955
S -0.1727 -1.3772 1.1317
S -0.8146 -0.4376 -2.3350
C -1.4644 1.5011 3.4709
C 1.5400 2.0210 -0.2493
C -1.7440 0.4945 2.5997
C 0.3374 1.5198 -0.5281
C -0.4236 -0.0427 2.2511
C 0.4813 0.5095 -1.5609
C 0.4883 0.6744 2.9651
C 1.8245 0.5325 -1.8902
C 1.9792 0.5437 2.9708
C 2.5304 -0.2507 -2.9622
H -2.2375 2.1034 3.9562
H 1.7663 2.7397 0.5007
H -2.7266 0.1396 2.2677
H -0.6186 1.7511 -0.0353
H 2.2033 0.3727 4.0158
H 2.3380 -0.3600 2.4047
H 2.4003 1.4609 2.5885
H 1.8497 -0.8672 -3.5329
H 3.0248 0.4951 -3.6682
H 3.3434 -0.8199 -2.5534

=====

Entry 5:
35
Properties=species:S:1:pos:R:3 method="wB97M-V/def2-TZVPD" gap_ev="7.993 / 6.746" multiplicity=6 s2=8.776 lumo_energy_ev="-0.58 / -2.42" charge=0
Ru -0.1776 0.0940 0.6315
O -1.9511 -0.8153 0.6752
N -2.9590 -0.2283 0.0085
C -3.9400 -1.0427 -0.4300
C -5.0327 -0.5193 -1.0605
C -5.1008 0.8630 -1.2480
C -4.0743 1.6640 -0.8127
C -2.9583 1.1068 -0.1768
S -1.6060 2.0338 0.3592
H -3.7583 -2.0890 -0.2499
H -5.8074 -1.1819 -1.4136
H -5.9522 1.3035 -1.7483
H -4.0868 2.7335 -0.9605
C 0.8142 -3.1237 2.4899
C 1.4155 -1.7583 2.2167
C 2.3982 -1.3060 3.2794
O 0.3480 -0.7996 2.1734
H 1.6025 -3.8773 2.5210
H 0.1101 -3.3888 1.7026
H 0.2938 -3.1199 3.4484
H 1.9060 -1.7732 1.2392
H 1.9122 -1.2814 4.2550
H 2.7781 -0.3079 3.0547
H 3.2424 -1.9960 3.3241
F -1.5505 -1.9906 -2.1386
B -0.2749 -1.5165 -1.9193
F 0.2709 -2.0701 -0.7093
F 0.5581 -1.7139 -2.9808
F -0.3656 -0.0529 -1.6367
Cl 3.3748 -0.6221 -1.5727
C 3.7324 0.3482 -0.2473
Cl 5.3215 0.3816 0.3477
Cl 3.2882 2.8977 0.6488
C 2.6957 1.2510 0.2879
N 1.4893 1.0144 0.5107

=====

| no. | largest force on an atom (eV/A) |
| --- | --- |
| 1 | 1.33 |
| 2 | 2.60 |
| 3 | 4.70 |
| 4 | 2.57 |
| 5 | 1.18 |